7 unconnected molecules or ions with the total composition C31H76N3O26P6 in a non-equilibrium geometry. Source: the OMol25 dataset; level of theory: ωB97M-V with the def2-TZVPD basis set.

Net charge   +1
Kohn-Sham gap   6.145 eV

Last column: Löwdin charge in e.
Positions of all 142 atoms, in Å:
C1 -4.96 -2.30 -2.33  0.04
C2 -4.76 -3.36 -3.38  -0.51
O1 -5.43 -3.36 -4.35  0.13
O2 -3.83 -4.35 -3.18  -0.03
C3 -2.54 -3.94 -3.63  -0.19
C4 -1.48 -4.87 -3.04  -0.16
C5 -1.73 -5.20 -1.56  -0.19
C6 -1.90 -3.96 -0.68  -0.19
C7 -1.24 -4.13 0.71  -0.11
C8 -1.83 -3.13 1.66  -0.10
C9 -1.88 -1.77 1.29  -0.03
N1 -2.36 -0.76 1.98  0.14
N2 -2.86 -1.19 3.12  0.06
C10 -2.89 -2.41 3.61  0.05
C11 -2.34 -3.48 2.92  -0.09
C12 -2.30 -4.90 3.43  -0.11
C13 -2.55 -5.10 4.95  -0.24
N3 -3.49 -6.22 5.19  0.00
H1 -4.83 -1.33 -2.80  0.10
H2 -5.99 -2.37 -1.99  0.10
H3 -4.28 -2.38 -1.49  0.05
H4 -2.49 -3.91 -4.72  0.13
H5 -2.32 -2.92 -3.27  0.12
H6 -0.51 -4.37 -3.14  0.12
H7 -1.43 -5.77 -3.64  0.12
H8 -0.88 -5.80 -1.22  0.12
H9 -2.61 -5.84 -1.54  0.12
H10 -2.97 -3.81 -0.54  0.11
H11 -1.51 -3.09 -1.21  0.11
H12 -0.15 -4.07 0.65  0.15
H13 -1.56 -5.11 1.05  0.11
H14 -1.46 -1.51 0.32  0.14
H15 -3.27 -0.45 3.68  0.19
H16 -3.34 -2.55 4.58  0.14
H17 -1.29 -5.26 3.23  0.13
H18 -2.96 -5.53 2.84  0.13
H19 -3.01 -4.25 5.44  0.09
H20 -1.64 -5.35 5.48  0.12
H21 -4.42 -5.87 5.01  0.07
H22 -3.29 -6.98 4.55  0.07
C14 -10.22 1.52 -6.30  -0.07
O3 -8.87 1.48 -5.80  -0.24
P1 -8.59 0.46 -4.57  0.46
O4 -9.34 1.02 -3.43  -0.25
O5 -6.99 0.79 -4.51  -0.25
C15 -6.34 1.79 -5.29  -0.11
O6 -8.34 -1.07 -4.13  -0.22
C16 -7.64 -1.96 -5.03  -0.09
H23 -10.23 2.15 -7.19  0.09
H24 -10.56 0.52 -6.57  0.08
H25 -10.88 1.95 -5.55  0.09
H26 -6.63 2.79 -4.95  0.09
H27 -6.56 1.68 -6.35  0.08
H28 -5.27 1.67 -5.14  0.08
H29 -6.60 -1.68 -5.09  0.06
H30 -8.09 -1.94 -6.03  0.09
H31 -7.72 -2.96 -4.63  0.08
C17 -11.03 -3.38 -10.76  -0.09
O7 -10.63 -2.07 -11.22  -0.26
P2 -9.61 -1.22 -10.25  0.53
O8 -10.50 -0.89 -9.11  -0.25
O9 -9.55 -0.02 -11.34  -0.25
C18 -10.25 0.02 -12.59  -0.10
O10 -8.17 -0.72 -9.65  -0.23
C19 -6.99 -0.87 -10.46  -0.10
H32 -11.61 -3.84 -11.55  0.09
H33 -10.17 -4.00 -10.54  0.08
H34 -11.66 -3.28 -9.87  0.09
H35 -11.32 0.15 -12.42  0.09
H36 -10.06 -0.87 -13.18  0.08
H37 -9.88 0.89 -13.13  0.09
H38 -7.01 -0.17 -11.30  0.08
H39 -6.88 -1.89 -10.83  0.08
H40 -6.13 -0.64 -9.83  0.08
C20 0.27 -0.03 3.90  -0.11
O11 0.04 -0.07 5.32  -0.26
P3 1.35 -0.43 6.25  0.47
O12 1.63 -1.83 5.89  -0.25
O13 0.54 -0.26 7.64  -0.23
C21 -0.86 0.00 7.77  -0.10
O14 2.72 0.07 6.91  -0.21
C22 2.82 1.45 7.35  -0.07
H41 -0.65 0.31 3.43  0.06
H42 1.08 0.65 3.65  0.09
H43 0.50 -1.04 3.54  0.08
H44 -1.43 -0.88 7.47  0.08
H45 -1.16 0.86 7.19  0.08
H46 -1.05 0.20 8.82  0.09
H47 2.20 1.61 8.23  0.09
H48 2.53 2.14 6.56  0.09
H49 3.86 1.64 7.61  0.09
C23 5.55 3.97 1.70  -0.08
O15 6.59 3.79 2.68  -0.25
P4 6.18 3.07 4.09  0.50
O16 5.29 4.10 4.70  -0.26
O17 7.68 3.09 4.69  -0.29
C24 8.81 3.66 4.01  -0.09
O18 5.78 1.80 5.03  -0.25
C25 6.40 0.52 4.76  -0.09
H50 6.00 4.35 0.79  0.09
H51 5.06 3.02 1.48  0.08
H52 4.81 4.69 2.07  0.09
H53 8.73 4.74 3.98  0.10
H54 8.92 3.25 3.01  0.09
H55 9.69 3.39 4.59  0.09
H56 7.46 0.54 5.02  0.09
H57 6.29 0.25 3.71  0.08
H58 5.90 -0.23 5.37  0.09
C26 4.45 3.34 -4.77  -0.10
O19 5.86 3.56 -4.57  -0.26
P5 6.55 2.84 -3.26  0.54
O20 5.95 3.63 -2.16  -0.26
O21 8.01 3.42 -3.70  -0.25
C27 8.28 4.22 -4.86  -0.10
O22 7.32 1.70 -2.37  -0.23
C28 8.07 0.67 -3.04  -0.10
H59 4.19 3.79 -5.73  0.09
H60 4.22 2.28 -4.80  0.08
H61 3.89 3.82 -3.98  0.08
H62 7.85 5.21 -4.74  0.09
H63 7.90 3.75 -5.76  0.08
H64 9.36 4.31 -4.94  0.09
H65 8.96 1.08 -3.50  0.08
H66 7.46 0.17 -3.81  0.08
H67 8.36 -0.07 -2.30  0.09
C29 8.58 4.76 11.60  -0.09
O23 9.56 4.54 10.57  -0.25
P6 9.42 3.16 9.71  0.47
O24 9.70 2.09 10.68  -0.24
O25 10.67 3.51 8.74  -0.24
C30 11.54 4.63 8.89  -0.10
O26 8.64 2.39 8.52  -0.21
C31 8.16 3.15 7.38  -0.08
H68 8.74 5.75 12.00  0.09
H69 7.57 4.70 11.20  0.08
H70 8.70 4.02 12.39  0.09
H71 12.17 4.51 9.77  0.09
H72 10.99 5.56 8.95  0.08
H73 12.18 4.66 8.01  0.09
H74 9.00 3.49 6.78  0.07
H75 7.57 4.01 7.71  0.10
H76 7.54 2.50 6.79  0.06